Entry from OMol25: a structure of composition C3H12N2O in a non-equilibrium geometry (the ωB97M-V functional and the def2-TZVPD basis).

Atoms and positions in Å:
N: 2.8121 0.0355 -0.4109
C: 0.5668 0.8294 0.4306
C: -0.3036 1.3249 -0.6132
C: 0.1609 -0.6433 0.7146
N: -1.1518 -0.7068 1.2774
H: 3.5521 -0.0624 0.2745
H: 0.7176 1.4373 1.3160
H: 1.6630 0.5410 -0.0429
H: -0.2246 0.6722 -1.4837
H: -0.2369 2.3875 -0.8533
H: -1.3812 1.2746 -0.2998
H: 0.3370 -1.1167 -0.2658
H: 0.8862 -1.1066 1.3721
H: -1.9700 -0.7036 0.6222
H: -1.3048 -1.7047 1.4861
H: 3.2319 0.2658 -1.2955
H: -2.9629 -1.0112 -1.3307
O: -2.0921 -0.6662 -1.0920

Cartesian forces, eV/Å:
-1.75 -1.09 0.51
-4.76 0.02 2.17
0.84 1.16 -1.13
1.15 -0.44 -1.36
-0.77 -1.41 0.85
-0.53 0.72 0.64
0.42 0.26 0.00
4.82 -1.27 -1.65
-0.36 0.23 -0.02
0.44 0.03 -0.13
0.05 -0.95 0.07
-0.59 -0.20 0.20
0.07 -0.02 0.40
1.35 1.29 -1.04
0.71 0.35 1.04
-0.58 1.04 -0.38
0.07 0.12 -0.21
-0.56 0.16 0.02

The calculation puts the LUMO energy at -3.54 eV. The value obtained for the frontier orbital gap is 4.435 eV. The value obtained for the energy relative to the best compared isomer or geometry (same formula, charge and spin) is 179.3 kcal/mol. Its charge is 0. The total energy comes out at -305.9582 Ha. The value obtained for the highest occupied orbital energy is -7.97 eV.

Entry from OMol25: a cluster of 3 separate species, C3H12N2O2 in total in a non-equilibrium geometry (the ωB97M-V functional and the def2-TZVPD basis).

Atoms and positions in Å:
H: 4.1198 1.7142 -0.4681
N: 3.1440 1.6808 -0.1878
C: 2.1873 1.6926 -1.0035
N: 0.8795 1.7565 -0.5897
C: -0.2045 1.6716 -1.6383
C: -1.1987 0.6515 -1.0956
H: 2.2053 1.5973 -2.0950
H: 0.5929 1.8147 0.3779
H: 0.1486 1.4077 -2.6245
H: -0.5439 2.7058 -1.5500
H: -0.7568 -0.1220 -0.4840
H: -1.8151 0.1458 -1.8686
H: -2.1157 0.9721 -0.5883
O: -1.9846 0.3721 1.9663
H: -2.7685 -0.1201 2.1245
H: -1.3741 -0.3024 1.6473
O: -1.4819 -6.0373 1.8349
H: -1.9587 -5.7077 1.0866
H: -1.7487 -6.9601 1.8488

Cartesian forces, eV/Å:
-0.59 -0.20 -0.67
0.64 0.35 1.14
-0.65 -0.24 0.37
0.37 -0.61 -2.15
0.10 0.59 3.37
-2.46 -0.67 -1.26
0.46 0.17 -0.03
0.35 0.00 -0.16
0.42 0.11 0.02
-0.89 -0.24 -1.10
0.39 -0.08 -0.06
1.07 -0.15 -0.41
0.84 0.99 0.75
1.07 0.33 -0.21
-1.22 -0.52 0.35
0.12 0.18 0.05
0.23 -0.38 0.46
-0.35 0.55 -0.69
0.12 -0.17 0.22

The calculation puts the LUMO energy at 0.52 eV. The value obtained for the frontier orbital gap is 9.002 eV. The value obtained for the energy relative to the best compared isomer or geometry (same formula, charge and spin) is 45.7 kcal/mol. Its charge is 0. The total energy comes out at -381.4421 Ha. As for the SMILES: [H]/N=C/NCC.O.O. The value obtained for the highest occupied orbital energy is -8.48 eV.

Entry from OMol25: a cluster of 2 separate species, C3H12N2O2 in total in a non-equilibrium geometry (the ωB97M-V functional and the def2-TZVPD basis).

Atoms and positions in Å:
N: 1.4633 -0.0855 -0.2713
C: 0.7483 -1.2382 -0.8305
C: 1.2935 -2.5111 -0.1986
O: 0.6194 -3.6625 -0.8635
H: 1.2065 0.1041 0.7010
H: 1.1886 0.7640 -0.7606
H: 1.0019 -1.3382 -1.8701
H: -0.3553 -1.2253 -0.7446
H: 1.2238 -2.5284 0.9745
H: 2.3757 -2.5777 -0.4386
H: 1.0467 -4.4536 -0.5444
N: -2.3964 1.9067 1.0114
C: -1.1441 2.6417 0.9189
O: -0.3172 2.4124 -0.2286
H: -3.0243 2.1445 0.2458
H: -2.2363 0.9046 1.0885
H: -1.3548 3.7242 1.0319
H: -0.5232 2.2769 1.7935
H: -0.8164 2.7413 -1.0148

Cartesian forces, eV/Å:
-0.29 0.23 0.00
0.04 -0.37 1.00
0.21 -1.21 0.63
0.40 1.75 1.01
0.00 -0.33 -0.38
0.08 -0.24 0.11
-0.03 0.23 -0.60
0.32 0.11 0.05
-0.29 -0.07 -2.10
-0.53 0.13 0.22
0.16 -0.33 0.12
0.62 0.49 -0.35
0.27 -0.60 1.39
-1.08 0.47 -0.79
0.09 -0.35 0.25
-0.18 0.31 -0.31
0.12 -0.55 -0.08
-0.56 0.69 -1.00
0.65 -0.36 0.85

The calculation puts the LUMO energy at 0.72 eV. The value obtained for the frontier orbital gap is 9.909 eV. The value obtained for the energy relative to the best compared isomer or geometry (same formula, charge and spin) is 38.6 kcal/mol. Its charge is 0. The total energy comes out at -381.4534 Ha. As for the SMILES: NCCO.NCO. The value obtained for the highest occupied orbital energy is -9.19 eV.

Entry from OMol25: a cluster of 2 separate species, C3H12N2O2 in total in a non-equilibrium geometry (the ωB97M-V functional and the def2-TZVPD basis).

Atoms and positions in Å:
N: -0.8469 2.0566 -1.1941
C: -0.2491 1.6659 0.1075
C: -0.3418 0.1343 0.3464
N: -0.1199 -0.1740 1.7806
C: -1.7028 -0.3954 -0.1016
O: -2.1122 -1.5975 0.5143
H: -0.1488 1.8890 -1.9067
H: -0.8762 3.0702 -1.1424
H: -0.8411 2.1644 0.8694
H: 0.8103 1.9492 0.2080
H: 0.4252 -0.3520 -0.2686
H: 0.5138 -0.9540 1.8977
H: 0.5667 0.5297 2.0461
H: -2.4453 0.3795 0.2376
H: -1.9256 -0.2811 -1.1520
H: -1.5155 -1.7872 1.2323
O: 3.3939 -3.1049 -1.2210
H: 3.0926 -2.2040 -1.1266
H: 4.3226 -2.9887 -1.1269

Cartesian forces, eV/Å:
0.82 0.32 0.71
-0.28 -1.01 -0.25
-0.07 -0.33 -0.79
0.96 0.88 -0.26
-1.79 2.21 1.77
0.14 -0.50 -1.24
-0.01 -0.23 -0.32
-0.36 0.06 -0.26
0.04 0.00 0.29
-0.18 0.14 0.07
0.15 0.01 -0.05
-0.33 -0.80 -0.35
-0.43 0.51 0.55
0.51 -0.26 0.23
0.65 -1.07 -0.58
0.18 0.07 0.48
-0.82 -0.09 -0.06
-0.53 0.34 -0.02
1.35 -0.24 0.08

The calculation puts the LUMO energy at 0.36 eV. The value obtained for the frontier orbital gap is 9.801 eV. The value obtained for the energy relative to the best compared isomer or geometry (same formula, charge and spin) is 40.4 kcal/mol. Its charge is 0. The total energy comes out at -381.4506 Ha. As for the SMILES: NC[C@@H](N)CO.O. The value obtained for the highest occupied orbital energy is -9.44 eV.

Entry from OMol25: a cluster of 3 separate species, C3H12N2O2 in total in a non-equilibrium geometry (the ωB97M-V functional and the def2-TZVPD basis).

Atoms and positions in Å:
C: -2.1294 1.6900 0.7248
C: -1.3134 0.6877 -0.1040
N: -1.8454 -0.5765 -0.2100
C: -0.0570 1.0229 -0.5247
N: 0.8478 0.2231 -1.4308
H: -2.1753 1.0875 1.7189
H: -3.1117 2.0848 0.4478
H: -1.5578 2.6434 0.6633
H: -2.8709 -0.7033 -0.0660
H: -1.4511 -1.2086 -0.8577
H: 0.1955 1.9426 -0.1576
H: 1.8271 0.3837 -1.0741
H: 0.8572 0.7773 -2.3250
O: 3.8051 -1.1604 -0.3138
H: 4.2471 -1.8783 -0.7366
H: 3.4601 -1.5951 0.4534
O: 0.5944 -2.0401 0.9977
H: 0.3232 -1.0854 0.9013
H: 0.3547 -2.2953 1.8932

Cartesian forces, eV/Å:
1.45 -0.84 0.97
0.47 0.24 -0.87
-2.38 0.16 0.65
-1.38 -2.59 -1.03
0.00 2.24 0.74
-0.15 1.96 -1.05
-0.17 -1.15 -0.50
0.02 -0.75 1.07
1.53 0.35 -0.32
0.58 -0.56 -0.59
1.31 2.42 0.36
-1.25 -0.62 -0.39
-0.10 -0.89 0.96
0.02 0.80 -0.05
0.60 -0.61 -0.83
-0.72 -0.12 0.86
-0.04 1.22 -0.12
0.30 -1.40 0.13
-0.10 0.14 0.00

The calculation puts the LUMO energy at 0.83 eV. The value obtained for the frontier orbital gap is 8.627 eV. The value obtained for the energy relative to the best compared isomer or geometry (same formula, charge and spin) is 45.6 kcal/mol. Its charge is 0. The total energy comes out at -381.4423 Ha. As for the SMILES: C/C(N)=C/N.O.O. The value obtained for the highest occupied orbital energy is -7.80 eV.

Entry from OMol25: a cluster of 3 separate species, C3H12N2O3 in total in a non-equilibrium geometry (the ωB97M-V functional and the def2-TZVPD basis).

Atoms and positions in Å:
C: 1.0146 0.0467 -0.1535
N: -0.3329 0.4668 0.0882
C: -0.5724 1.4414 1.0732
O: 0.3622 1.9900 1.6071
C: -2.0917 1.7625 1.1147
N: -2.6557 2.5046 0.0004
H: 1.2715 -0.8059 0.5001
H: 1.1495 -0.4823 -1.1098
H: 1.8155 0.7695 -0.0876
H: -1.0652 -0.1869 -0.1500
H: -2.2618 2.2326 2.0783
H: -2.6850 0.8402 1.1303
H: -2.2359 2.2428 -0.8965
H: -2.4105 3.4868 0.0580
O: 4.1892 -0.8307 2.3263
H: 3.3674 -1.3082 2.2268
H: 4.2317 -0.3361 3.1211
O: -0.7489 -4.5804 -4.2281
H: -0.2309 -5.3844 -4.3013
H: -0.1108 -3.8691 -4.3978

Cartesian forces, eV/Å:
0.86 -2.50 -0.34
0.03 1.03 0.64
-0.36 -1.13 -2.35
-0.58 0.39 0.58
0.26 -0.62 0.68
0.63 0.93 -0.59
0.15 0.50 0.44
-0.54 0.67 -0.23
-0.44 0.56 0.25
0.07 0.25 0.05
-0.28 0.44 -0.11
0.50 -0.23 0.25
-0.19 -0.40 0.45
-0.10 0.10 0.29
0.73 -0.66 -1.63
-0.26 0.19 0.48
-0.48 0.48 1.13
0.27 0.46 -0.06
0.05 -0.16 -0.01
-0.31 -0.29 0.06

The calculation puts the LUMO energy at 0.52 eV. The value obtained for the frontier orbital gap is 9.850 eV. The value obtained for the energy relative to the best compared isomer or geometry (same formula, charge and spin) is 32.0 kcal/mol. Its charge is 0. The total energy comes out at -456.7192 Ha. As for the SMILES: CNC(=O)CN.O.O. The value obtained for the highest occupied orbital energy is -9.33 eV.